Molecular formula: C11H22O
Method: DFT, ωB97M-V/def2-TZVPD

ORCA input file:
```
! wB97M-V def2-TZVPD RIJCOSX def2/J DEFGRID3
* xyz 0 1
C 2.4817 1.3202 -1.5762
C 2.2394 -0.2057 -1.2744
C 1.0505 -0.5793 -0.3584
C 1.0402 -2.1558 -0.0670
C 1.4669 0.0520 0.9396
C -0.3441 -0.1326 -0.9268
C -1.4887 -1.2098 -0.2116
C -1.6681 -1.0218 1.1924
C -2.3140 0.4005 1.1196
C -1.3216 1.5105 0.8122
C -0.6850 1.2721 -0.6355
H 3.7777 1.6355 -1.6471
H 2.2288 1.9915 -0.5707
H 1.8028 1.9419 -2.4758
H 3.1852 -0.3609 -0.8701
H 2.2145 -0.8242 -2.1782
H 2.0871 -2.7707 -0.2883
H 0.1647 -2.5505 -0.8992
H 0.5869 -2.3108 0.9509
H 1.3613 1.0728 1.0274
H 0.8820 -0.2642 1.9014
H 2.4501 -0.5693 1.1961
H -0.0950 -0.2698 -1.9760
H -1.3135 -2.0822 -0.7842
H -2.6057 -0.5891 -0.6971
H -2.3499 -1.7261 1.7668
H -0.7738 -1.2091 1.6725
H -2.9541 0.5140 0.2541
H -3.8447 0.4549 2.4349
H -2.0649 2.4784 0.5966
H -0.5670 1.7737 1.6199
H -0.0316 2.0882 -1.1114
H -1.6606 1.5487 -1.2587
O -2.9371 0.7772 2.3222
*
```

Calculated values
E_LUMO, eV: 0.796
E, eV: -13804.31540
Gap between HOMO and LUMO, eV: 10.2746



Molecular formula: C11H23Br3FO8S2Tl
Method: DFT, ωB97M-V/def2-TZVPD

ORCA input file:
```
! wB97M-V def2-TZVPD RIJCOSX def2/J DEFGRID3
* xyz 2 1
Tl 15.2576 -31.4818 18.9034
F 17.3908 -28.7952 21.5438
O 20.4077 -29.0097 17.2514
C 21.3639 -28.1945 17.1315
O 21.9763 -27.8858 15.9040
C 23.1266 -27.0329 16.0878
C 23.0136 -26.4886 17.5024
C 22.0642 -27.4825 18.2813
H 23.2850 -26.2457 15.3507
H 23.9668 -27.7271 16.0772
H 22.5831 -25.4889 17.4437
H 23.9601 -26.4101 18.0373
H 21.2318 -26.9646 18.7579
H 22.5844 -28.1525 18.9659
O 14.7053 -23.9228 16.4987
S 15.8903 -24.7044 16.9547
O 15.7903 -26.1847 17.0033
O 17.2206 -24.3442 16.0833
C 17.4479 -23.0166 15.6615
C 17.7850 -23.1652 14.1669
C 16.3235 -24.1331 18.6038
H 18.2425 -22.4093 16.0949
H 16.5377 -22.4240 15.7535
H 16.9394 -23.5374 13.5886
H 18.5586 -23.9318 14.1201
H 18.0058 -22.1982 13.7150
H 15.4661 -24.1472 19.2766
H 16.5964 -23.0857 18.4753
H 17.1977 -24.7004 18.9232
O 18.1522 -34.0485 23.1529
S 18.6486 -34.0504 24.4631
O 17.8567 -34.0959 25.6903
O 19.6437 -35.4264 24.5257
C 19.9880 -35.8590 25.7939
C 20.8797 -37.1924 25.6726
C 19.8772 -32.7281 24.5746
H 19.1547 -36.1938 26.4117
H 20.6317 -35.1680 26.3382
H 21.3845 -37.3013 26.6325
H 21.8238 -37.2365 25.1295
H 20.4212 -38.1694 25.5199
H 19.5295 -31.9493 25.2533
H 20.2105 -32.4744 23.5683
H 20.7569 -33.2510 24.9499
C 15.3138 -25.8299 25.5338
Br 15.3468 -24.0627 26.4097
Br 13.5298 -26.3280 24.8294
Br 15.9001 -27.2867 26.7133
H 15.9606 -25.7458 24.6605
*
```

Calculated values
E_LUMO, eV: -13.017
E, eV: -267340.65685
Gap between HOMO and LUMO, eV: 1.6321



Molecular formula: C11H23CdINO2P2
Method: DFT, ωB97M-V/def2-TZVPD

ORCA input file:
```
! wB97M-V def2-TZVPD RIJCOSX def2/J DEFGRID3
* xyz 1 1
Cd -0.2704 -1.3960 1.0171
P -1.0089 0.6803 2.2929
C -0.5009 1.9940 1.1910
C 0.6183 1.7889 0.3356
N 0.8606 0.4990 -0.1152
C 1.9421 0.2024 -0.8556
C 2.8801 1.1707 -1.1799
C 2.6468 2.4956 -0.8113
C 1.4909 2.8117 -0.1149
C 2.1116 -1.2516 -1.2834
P 0.5276 -2.1978 -1.2687
H 1.2378 3.8410 0.1508
H 3.7928 0.8523 -1.7033
H 3.3745 3.2645 -1.0560
H 2.5320 -1.3071 -2.2956
H 2.8200 -1.7874 -0.6339
H -2.3873 2.0130 -0.1832
H -0.8687 3.0377 1.2962
H -2.6980 0.0843 -1.1595
O -2.9478 1.6555 -0.8958
H -2.6608 2.2161 -1.6426
H -1.9997 -1.1227 -0.4276
O -2.6467 -0.9145 -1.2428
H -3.5723 -1.1713 -0.9199
C -0.1406 -1.6648 -2.8684
H 0.5798 -1.9240 -3.6566
H -1.0691 -2.2061 -3.0889
H -0.3266 -0.5814 -2.8843
C 1.0477 -3.9200 -1.5223
H 0.1496 -4.5120 -1.7549
H 1.7692 -4.0001 -2.3486
H 1.5099 -4.2952 -0.5983
C 0.2088 0.9202 3.6362
H -0.0751 1.8375 4.1700
H 0.2506 0.0617 4.3176
H 1.1932 1.0639 3.1707
C -2.6354 1.1577 2.9675
H -3.0203 0.3399 3.5951
H -2.5289 2.0596 3.5852
H -3.3452 1.3658 2.1533
I 1.1587 -3.1612 2.6321
*
```

Calculated values
E_LUMO, eV: -4.387
E, eV: -48601.78605
Gap between HOMO and LUMO, eV: 5.2273



Molecular formula: C11H23ClLaNO6P2
Method: DFT, ωB97M-V/def2-TZVPD

ORCA input file:
```
! wB97M-V def2-TZVPD RIJCOSX def2/J DEFGRID3
* xyz 2 1
La -0.9435 -0.1062 1.6062
P 0.9370 2.3017 1.5032
C 1.4905 2.6107 -0.1868
C 1.5117 1.5224 -1.0878
N 0.9187 0.2788 -0.8246
C 1.2479 -0.7000 -1.7029
C 2.1623 -0.4531 -2.7483
C 2.5973 0.8300 -3.0760
C 2.1185 1.8673 -2.3285
C 0.7946 -2.1604 -1.5405
P -0.7956 -2.3670 -0.6938
H 2.3514 2.9069 -2.5681
H 2.5591 -1.3030 -3.2926
H 3.3136 1.0138 -3.8670
H 0.7849 -2.6300 -2.5426
H 1.5966 -2.6915 -0.9978
H -2.4407 2.9516 -1.1995
H 1.0227 3.4262 -0.7116
H -5.3748 -0.4884 -1.2244
O -1.8922 3.0076 -0.4178
H -2.5800 2.6113 0.2210
H -2.3604 -1.2789 2.9035
O -4.5962 -0.6592 -0.7336
H -4.1783 -1.5196 -0.9413
C -1.8087 -2.6674 -2.2066
H -1.3254 -3.3858 -2.8853
H -2.7945 -3.0601 -1.9234
H -1.9461 -1.7180 -2.7407
C -0.5283 -4.1115 -0.1627
H -1.3238 -4.3649 0.5493
H -0.5576 -4.8245 -0.9999
H 0.4365 -4.1979 0.3548
C 2.7217 2.2561 1.9495
H 3.0271 3.3030 2.0776
H 2.9363 1.6473 2.8334
H 3.2642 1.8564 1.0774
C 0.2528 3.9148 2.0848
H -0.1006 3.7461 3.1135
H 1.0318 4.6902 2.0974
H -0.6062 4.2322 1.4769
O -0.4835 -2.5688 5.0752
Cl -0.4274 -1.3693 4.2693
O 0.2253 -0.2348 4.9390
O 0.5108 -1.6254 2.9763
O -2.7497 -0.4886 2.4958
*
```

Calculated values
E_LUMO, eV: -10.201
E, eV: -57491.79365
Gap between HOMO and LUMO, eV: 4.8978



Molecular formula: C11H23ClNO2P2W
Method: DFT, ωB97M-V/def2-TZVPD

ORCA input file:
```
! wB97M-V def2-TZVPD RIJCOSX def2/J DEFGRID3
* xyz 3 3
W 0.0000 0.0000 0.0000
P 1.6888 1.5776 -0.2887
C 3.0303 0.4226 -0.6576
C 2.9343 -0.9389 -0.1155
N 1.6893 -1.3707 0.1973
C 1.5149 -2.6429 0.6341
C 2.5901 -3.5169 0.8111
C 3.8776 -3.0607 0.5090
C 4.0561 -1.7562 0.0349
C 0.0783 -3.0530 0.9456
P -1.1740 -1.9940 -0.0092
H 5.0419 -1.3951 -0.2166
H 2.4325 -4.5229 1.1717
H 4.7284 -3.7148 0.6332
H -0.0841 -4.1075 0.7221
H -0.0926 -2.9110 2.0129
H 3.4576 -0.3874 -3.2637
H 4.0079 0.8418 -0.8446
H 0.4740 -0.6602 -4.4674
O 3.1141 -0.6818 -4.1809
H 3.8335 -0.5168 -4.8591
H -0.8437 0.5964 -1.1105
O -0.5597 -0.6034 -4.4160
H -0.8406 -1.1181 -3.6050
C -1.3297 -2.9890 -1.6015
H -1.6047 -4.0206 -1.3822
H -2.0966 -2.5559 -2.2446
H -0.3812 -2.9920 -2.1398
C -2.7794 -2.3717 0.8958
H -3.6233 -1.9417 0.3562
H -2.9290 -3.4481 0.9788
H -2.7517 -1.9424 1.8979
C 2.2505 2.5497 1.1562
H 3.1854 3.0649 0.9395
H 1.5016 3.2935 1.4267
H 2.4059 1.8994 2.0166
C 1.5415 2.7123 -1.7170
H 0.8254 3.5034 -1.4963
H 2.5001 3.1757 -1.9477
H 1.1890 2.1839 -2.6024
Cl 0.0449 0.6352 2.2932
*
```

Calculated values
E_LUMO (alpha / beta), eV: -14.677 / -14.218
E, eV: -50257.65776
⟨S²⟩: 2.049
Gap between HOMO and LUMO (alpha / beta), eV: 4.5009 / 4.9690



Molecular formula: C11H23ClNO6P2Tb
Method: DFT, ωB97M-V/def2-TZVPD

ORCA input file:
```
! wB97M-V def2-TZVPD RIJCOSX def2/J DEFGRID3
* xyz 2 7
Tb -0.9745 -0.0641 0.7143
P 1.0279 1.2544 2.0555
C 2.4420 0.9296 0.9003
C 2.2339 -0.1000 -0.1806
N 1.0086 -0.6732 -0.3935
C 0.9372 -1.5872 -1.3916
C 2.0665 -1.9197 -2.1709
C 3.2722 -1.3005 -1.9146
C 3.4000 -0.3901 -0.8505
C -0.3192 -2.3700 -1.7748
P -1.8598 -1.3233 -1.6234
H 4.3351 -0.0153 -0.4568
H 1.8986 -2.6822 -2.9252
H 4.1286 -1.5574 -2.5253
H -0.2484 -2.7069 -2.8160
H -0.4388 -3.2663 -1.1484
H 2.7524 1.8129 0.4812
H 3.3076 0.5694 1.5101
H 0.4262 5.7835 -2.2378
O 0.6174 4.9953 -2.7351
H 0.3570 4.1714 -2.1822
H -3.8522 3.9021 -0.3030
O -3.4915 3.0558 -0.0178
H -4.1699 2.7185 0.6413
C -1.9269 -0.5837 -3.2715
H -1.5339 -1.2671 -4.0363
H -2.9864 -0.3493 -3.4602
H -1.3554 0.3535 -3.2678
C -3.1094 -2.6216 -1.6597
H -4.0714 -2.1119 -1.5323
H -3.0795 -3.1551 -2.6209
H -2.9552 -3.3099 -0.8195
C 1.6366 0.2901 3.4616
H 2.0598 1.0094 4.2365
H 0.7604 -0.2475 3.8683
H 2.4053 -0.4446 3.1797
C 1.2541 2.9835 2.4953
H 0.3015 3.2875 2.9587
H 2.0916 3.1062 3.2439
H 1.4303 3.6204 1.6005
O -2.5484 -0.7320 3.5394
Cl -1.9567 -2.2491 3.3948
O -1.1816 -2.3830 4.6540
O -3.3512 -2.8495 3.3854
O -0.7407 -1.5831 1.9950
*
```

Calculated values
E_LUMO (alpha / beta), eV: -7.780 / -9.694
E, eV: -79061.69227
⟨S²⟩: 12.682
Gap between HOMO and LUMO (alpha / beta), eV: 8.0668 / 6.1531